C88H198Br3N11 | ωB97M-V/def2-TZVPD

```
300
Properties=species:S:1:pos:R:3:forces:R:3
C -2.551164 1.831091 2.844320 -0.699 -1.055 0.023
C -3.011244 2.772821 1.693010 2.014 -0.015 1.151
C -4.158844 2.195071 0.922040 0.273 0.155 -1.117
N -4.616494 3.048531 -0.246760 -1.398 1.242 -0.265
C -3.474424 3.578411 -1.103280 -0.101 -0.194 0.862
C -5.632204 2.323631 -1.226380 -0.400 0.713 0.834
C -6.735354 3.396041 -1.550340 0.906 -1.646 -1.450
C -6.443364 4.602771 -0.766080 0.850 1.785 2.455
C -5.386574 4.250551 0.333350 0.102 -0.443 -1.189
H -3.174584 1.845081 3.738330 -0.335 0.712 -0.024
H -1.543604 1.942131 3.245040 0.097 0.398 -0.522
H -2.684034 0.783941 2.572410 0.391 -0.206 -0.481
H -2.158134 2.954451 1.039310 0.121 -0.204 -0.087
H -3.141794 3.722661 2.211530 -0.780 0.286 -0.448
H -4.954804 2.096591 1.660170 -0.516 -0.446 -0.693
H -3.905374 1.308301 0.341090 0.252 -0.829 0.962
H -2.906134 4.306801 -0.524840 0.098 -0.322 0.184
H -3.818164 4.151781 -1.964200 -0.521 -0.471 -0.021
H -2.864304 2.722241 -1.391080 -0.022 0.072 -0.159
H -5.041994 1.924491 -2.051260 -0.128 0.110 0.050
H -6.150014 1.489821 -0.752310 0.649 -0.077 0.438
H -6.667664 3.605701 -2.617840 -0.285 0.019 -0.023
H -7.734864 3.005681 -1.358780 0.199 -0.124 0.009
H -6.022874 5.447391 -1.311890 -0.186 -0.130 -0.343
H -7.329024 4.981921 -0.256230 0.007 0.139 -0.122
H -4.632844 5.021131 0.495230 -0.343 0.151 0.100
H -5.763074 3.932421 1.305530 -0.339 0.107 -0.249
C -2.212584 3.794401 -4.996700 -0.235 0.287 0.569
C -2.634634 5.236341 -5.120330 -0.029 1.641 -0.371
C -4.138104 5.521271 -4.958040 -0.439 0.483 -0.825
N -4.684614 6.751421 -5.748380 0.913 -0.460 0.589
C -3.916164 8.062691 -5.333430 -2.304 -0.364 0.166
C -6.256954 6.767801 -5.553020 0.596 0.000 -0.164
C -6.880284 7.026811 -6.952070 -1.131 0.237 1.425
C -5.724334 7.095111 -7.889320 0.312 1.729 -1.348
C -4.482984 6.517201 -7.231270 -0.472 -0.034 -0.192
H -2.527894 3.204711 -5.857480 -0.071 -0.098 0.193
H -2.655084 3.421941 -4.072820 0.067 -0.586 -0.061
H -1.128064 3.760261 -4.893030 -0.070 -0.203 -0.046
H -2.249884 5.638761 -6.057420 -0.386 -0.111 -0.449
H -2.104394 5.890661 -4.428370 0.099 -0.282 0.510
H -4.453424 5.661041 -3.924050 0.249 0.199 0.124
H -4.749004 4.698651 -5.329780 0.166 -0.118 -0.161
H -4.344674 8.389641 -4.386020 0.485 -0.497 0.456
H -4.277484 8.884951 -5.951040 0.404 -0.306 -0.692
H -2.832104 7.949291 -5.326320 -0.349 -0.195 -0.155
H -6.458874 7.516051 -4.786570 -0.098 0.094 -0.236
H -6.511924 5.794581 -5.133570 0.043 0.022 -0.131
H -7.420424 7.972221 -6.901550 0.388 0.293 -0.043
H -7.710534 6.406691 -7.290040 0.440 -0.932 0.540
H -5.666834 8.169081 -8.066470 0.991 0.121 -0.093
H -5.947794 6.747841 -8.898070 0.234 -0.608 0.208
H -3.527174 6.958911 -7.513080 -0.227 0.038 -0.192
H -4.447844 5.443571 -7.416200 0.074 -0.074 0.181
C -5.139154 -1.303459 2.024920 0.270 0.959 1.827
C -5.618654 -0.430699 3.257820 -1.217 -0.925 -0.192
C -7.139844 -0.113389 3.126150 0.145 1.297 1.244
N -7.806264 0.780141 4.221630 -0.421 -0.775 1.968
C -7.206664 2.187821 4.290100 0.589 -1.728 -1.075
C -7.733274 0.157581 5.626020 0.791 -0.592 1.021
C -9.019824 0.483851 6.368950 1.065 0.868 -0.032
C -10.057784 0.361541 5.290250 0.594 -0.628 -0.017
C -9.339014 0.862891 4.021450 -0.699 1.196 0.376
H -5.425784 -2.342629 2.186340 -0.750 0.172 -0.447
H -4.063444 -1.390999 2.177490 0.213 0.384 -0.643
H -5.416564 -0.856669 1.070180 0.212 -0.443 -0.061
H -5.059764 0.483571 3.457450 0.151 0.011 -0.505
H -5.430704 -1.075099 4.116610 -0.240 0.138 0.295
H -7.774554 -0.998159 3.175260 0.213 -0.026 -0.617
H -7.305154 0.556131 2.282040 -0.110 -0.741 -0.618
H -7.191484 2.479411 3.239940 -0.133 0.579 0.118
H -6.177034 2.003581 4.596740 -0.057 0.473 0.213
H -7.719804 2.909141 4.926090 -0.159 -0.483 -0.007
H -6.802554 0.433131 6.121930 -0.060 0.588 -0.107
H -7.658144 -0.929489 5.653220 -0.145 -0.200 -1.115
H -9.011944 1.516441 6.717940 0.131 0.055 0.221
H -9.177904 -0.156789 7.236530 0.049 -0.024 -0.158
H -10.865064 0.998901 5.651030 -0.518 -0.399 -0.902
H -10.298844 -0.694389 5.167830 -0.611 0.174 0.025
H -9.526594 1.936341 3.996700 -0.140 -0.072 -0.610
H -9.684254 0.375561 3.109640 0.375 0.078 0.006
C -2.974244 -4.579369 4.937570 0.801 -0.596 1.230
C -1.621414 -4.792339 5.680770 -0.126 0.577 0.141
C -1.736764 -4.491749 7.227350 1.412 -1.644 -1.307
N -0.310514 -4.674469 7.907280 1.045 2.916 0.987
C 0.377936 -6.004409 7.742730 -1.675 -0.216 -0.469
C 0.678466 -3.486319 7.494970 -0.546 -0.605 -1.095
C 1.597586 -3.229849 8.627390 0.337 0.345 0.356
C 0.657386 -3.245079 9.769140 -2.093 -0.319 1.701
C -0.387334 -4.358029 9.484440 0.794 -0.519 -0.798
H -2.969734 -4.806879 3.871590 0.439 0.405 -0.006
H -3.290514 -3.563629 5.174930 -0.522 -0.127 -0.344
H -3.631834 -5.345679 5.348000 -0.506 0.406 0.139
H -0.859734 -4.106039 5.310710 0.059 0.212 -0.230
H -1.248154 -5.785059 5.429210 -0.068 -0.175 0.524
H -2.438834 -5.179069 7.699350 0.271 -0.133 0.201
H -2.119714 -3.482289 7.377150 0.544 0.079 0.260
H 1.242106 -6.175879 8.384520 -0.081 0.624 -0.022
H 0.612936 -6.166389 6.690760 0.090 0.076 0.138
H -0.403314 -6.702869 8.042560 0.264 -0.420 -0.072
H 1.323076 -3.668789 6.635150 -0.790 -0.635 -0.541
H 0.055876 -2.609409 7.317450 -0.168 -0.160 -0.072
H 2.405076 -3.961259 8.660520 -0.069 -0.084 0.274
H 2.050506 -2.243849 8.523620 0.135 -0.027 -0.122
H 1.038436 -3.326939 10.787070 0.383 -0.420 -0.180
H 0.015656 -2.368929 9.862130 0.522 0.632 -0.509
H -0.065194 -5.284569 9.959660 -0.646 0.007 0.100
H -1.404834 -4.040529 9.712440 0.144 -0.403 0.087
C 3.164106 -1.916859 4.682960 -0.809 -0.482 0.694
C 3.425546 -0.490689 4.236530 1.323 0.545 -0.004
C 4.661166 0.197141 4.912330 -0.876 1.595 0.057
N 4.835816 1.736071 4.672740 -1.325 1.754 -0.467
C 4.891346 2.052411 3.156820 0.106 -0.827 1.195
C 6.047636 2.344041 5.390870 0.512 1.319 -0.702
C 5.849146 3.891411 5.298720 0.116 0.267 -0.384
C 4.341556 4.161711 5.263900 -0.330 -1.438 -0.914
C 3.757426 2.699501 5.263140 -0.694 0.801 0.635
H 2.901226 -2.037689 5.733860 0.477 0.394 0.328
H 3.916136 -2.671659 4.453130 0.175 0.376 -0.134
H 2.221026 -2.222969 4.230180 0.060 -0.175 -0.526
H 2.515006 0.091361 4.378800 0.073 0.175 -0.009
H 3.657896 -0.573409 3.174800 -0.231 0.343 -0.240
H 5.597126 -0.191499 4.511040 -0.011 -0.340 0.552
H 4.554576 0.228471 5.996660 0.405 -0.822 0.027
H 5.075466 3.117551 3.016530 0.352 -0.344 -0.013
H 3.945756 1.797551 2.678270 -0.122 -0.026 0.376
H 5.640586 1.364911 2.764290 0.274 0.519 -0.253
H 6.972956 2.080861 4.878410 -0.109 -0.420 0.154
H 6.088806 2.094441 6.451110 -0.314 -0.655 -0.234
H 6.303146 4.315051 4.402890 0.258 -0.205 0.043
H 6.311756 4.415671 6.134930 0.106 -0.333 0.030
H 3.932366 4.587411 4.347690 0.715 0.352 -0.285
H 3.996836 4.865401 6.021580 -0.135 -0.722 0.454
H 2.839656 2.713451 4.675260 0.111 -0.631 -0.045
H 3.516976 2.477791 6.302910 0.203 -0.810 -0.123
C 1.214916 -9.582049 -0.895310 -1.407 0.973 -0.781
C 1.383496 -9.031489 0.517190 1.508 -0.539 -0.023
C 2.431166 -7.900599 0.625310 -1.333 -0.836 0.289
N 2.502196 -7.304819 2.056610 -1.015 0.552 0.641
C 2.635066 -8.319959 3.237790 1.425 0.086 -0.828
C 3.582436 -6.259569 2.009340 1.018 0.821 0.680
C 3.090036 -4.958779 2.697290 0.062 -0.015 0.599
C 1.739916 -5.282619 3.288860 -0.873 -2.541 0.352
C 1.248366 -6.537729 2.472590 -0.239 1.134 -1.188
H 0.300416 -10.174449 -0.924510 0.528 -0.980 0.341
H 2.074206 -10.051649 -1.374060 -0.113 -0.207 0.457
H 0.831956 -8.844029 -1.600130 0.570 0.796 -0.102
H 1.743666 -9.905679 1.059580 -0.195 0.121 0.587
H 0.433166 -8.695019 0.931630 -0.055 -0.046 -0.047
H 2.090506 -7.126149 -0.061930 0.287 0.597 0.365
H 3.446856 -8.168859 0.334620 -0.088 -0.289 0.220
H 2.851086 -7.831049 4.187740 -0.207 0.674 -0.280
H 3.530656 -8.918379 3.070730 -0.283 -0.323 -0.290
H 1.732686 -8.914659 3.379690 0.206 0.008 -0.574
H 4.467486 -6.708809 2.459870 -0.013 0.169 0.200
H 3.875846 -5.954189 1.004970 -0.525 -0.668 -0.331
H 3.738256 -4.613009 3.502500 0.300 -0.261 -0.143
H 3.000586 -4.117509 2.010000 0.069 -0.270 -0.416
H 1.796736 -5.730939 4.280770 0.500 0.567 0.466
H 1.007906 -4.478539 3.364460 0.006 -0.054 -0.430
H 0.600056 -7.259909 2.968830 -0.081 0.512 0.100
H 0.756696 -6.171549 1.571330 0.006 -0.233 -0.201
C -3.252924 -4.264939 0.434900 0.481 1.251 -0.415
C -2.140014 -4.378539 -0.634170 0.018 -0.321 -0.346
C -2.641954 -4.690339 -2.067050 1.594 -0.483 0.027
N -1.472804 -4.871309 -3.118290 0.471 -0.064 -0.706
C -0.545224 -6.078009 -2.801730 -1.201 1.426 0.047
C -0.649504 -3.560439 -3.272190 -0.173 -0.367 -1.362
C -1.299834 -2.799319 -4.459850 -0.028 -1.650 1.666
C -1.724374 -3.972069 -5.377110 1.698 1.566 -2.137
C -2.059174 -5.156909 -4.556090 -1.467 0.810 1.493
H -2.731204 -4.297249 1.391390 -0.379 -0.378 0.226
H -4.142764 -4.893789 0.406010 0.493 -0.504 -0.170
H -3.627574 -3.244299 0.357140 -0.201 0.121 -0.021
H -1.409474 -5.120039 -0.310740 -0.193 -0.558 -0.215
H -1.532404 -3.474449 -0.595010 -0.386 0.352 -0.188
H -3.284024 -3.927199 -2.506880 -0.027 0.017 0.283
H -3.135784 -5.659939 -2.002890 -0.190 0.078 -0.430
H 0.174916 -6.273249 -3.596330 -0.085 0.550 -0.088
H -1.242814 -6.915549 -2.799850 0.339 -0.189 0.761
H -0.027134 -5.757049 -1.898040 0.018 -0.812 0.097
H 0.347886 -3.831309 -3.618510 0.119 -0.300 0.709
H -0.653384 -2.952249 -2.367650 0.111 -0.486 0.061
H -0.569654 -2.093179 -4.855220 -0.297 -0.053 -0.227
H -2.112764 -2.307499 -3.925660 -0.504 0.485 -0.947
H -0.959344 -4.285709 -6.087370 0.981 0.353 0.412
H -2.408064 -3.638899 -6.157920 -1.036 -0.262 0.668
H -1.698294 -6.117519 -4.923660 -0.157 0.222 0.145
H -3.145114 -5.094739 -4.485510 -0.046 -0.937 0.507
C -1.662304 5.008551 -9.412840 -0.150 -0.452 0.270
C -0.404944 4.098231 -9.411650 0.166 0.519 1.237
C -0.303594 3.392621 -8.026840 1.231 -0.669 0.467
N 0.941086 2.483831 -7.845370 0.975 -2.827 -2.652
C 1.045746 1.537901 -9.098160 -0.812 -0.094 1.079
C 0.971056 1.596921 -6.587180 -0.844 1.408 0.689
C 1.560516 2.590531 -5.536580 -1.202 -1.962 -0.237
C 2.691466 3.142581 -6.272560 1.952 0.880 -1.029
C 2.276316 3.232501 -7.756370 -1.521 1.884 0.792
H -2.002674 5.242711 -10.421510 0.139 0.014 0.101
H -1.622624 5.927471 -8.827930 0.863 0.231 -0.238
H -2.478284 4.510281 -8.889390 -0.250 -0.562 -0.330
H 0.515096 4.657291 -9.582170 -0.082 0.323 0.008
H -0.418164 3.382891 -10.233960 -0.479 -0.124 0.245
H -1.190324 2.793691 -7.819230 0.124 -0.328 -0.220
H -0.130794 3.977661 -7.123530 -0.614 1.084 -0.451
H 1.263936 2.049581 -10.035540 0.264 0.232 0.448
H 0.069276 1.065001 -9.202880 0.002 -0.037 -0.002
H 1.770846 0.760741 -8.856600 0.126 0.292 -0.218
H 1.625186 0.739971 -6.747980 0.233 0.320 -0.152
H -0.015874 1.196271 -6.355810 -0.170 0.225 -0.207
H 1.925456 2.087131 -4.641320 -0.277 -0.011 0.149
H 0.888126 3.417641 -5.308780 -0.433 -0.387 0.251
H 3.596366 2.545641 -6.158910 0.022 0.104 0.153
H 2.825776 4.134281 -5.840610 0.811 0.105 -0.460
H 2.982726 2.997151 -8.552420 -0.136 -0.466 0.347
H 1.931696 4.254561 -7.913630 0.515 0.192 -0.345
C 10.402116 -4.041609 0.674670 1.267 -0.855 0.313
C 8.978966 -4.431949 0.379970 -0.596 0.863 0.272
C 8.364256 -3.267139 -0.369590 -0.686 -0.310 -0.828
N 6.894366 -3.460989 -0.743480 -1.082 -0.360 -0.127
C 6.648306 -4.620599 -1.770210 -0.342 0.758 0.648
C 5.999176 -3.692939 0.474040 -0.055 0.064 -0.177
C 5.972736 -2.310329 1.161000 -0.259 -1.715 1.198
C 6.022116 -1.304019 0.047060 1.379 0.382 0.140
C 6.315376 -2.131579 -1.224610 -0.495 0.143 0.644
H 10.805176 -4.625799 1.501920 -0.078 -0.223 -0.050
H 10.524896 -3.015799 1.022160 -0.177 0.160 -0.368
H 11.060686 -4.263549 -0.165050 0.016 0.398 -0.056
H 8.489966 -4.531119 1.349070 -0.313 -0.148 0.000
H 8.846926 -5.361639 -0.173510 0.353 -0.011 0.064
H 8.827706 -3.082779 -1.338780 0.294 -0.204 0.003
H 8.468046 -2.328399 0.174550 -0.251 -0.112 0.177
H 6.937396 -5.592329 -1.369870 0.391 0.348 0.237
H 7.128666 -4.444589 -2.732700 0.199 0.285 0.312
H 5.567936 -4.669129 -1.906410 -0.018 0.249 -0.095
H 4.991886 -3.940449 0.139070 0.020 0.132 -0.615
H 6.329936 -4.587979 1.000920 0.403 0.430 0.350
H 5.094176 -2.163199 1.789170 -0.338 -0.382 -0.052
H 6.793996 -2.277849 1.876940 0.306 0.377 -0.231
H 5.107936 -0.719979 -0.059090 0.160 -0.136 -0.224
H 6.828276 -0.631609 0.340450 -0.015 0.394 -0.638
H 5.296746 -2.351439 -1.544240 0.372 -0.236 -1.042
H 6.971126 -1.625039 -1.932770 -0.305 -0.307 -0.180
C -1.014644 -1.975769 2.207240 1.339 0.267 0.523
C 0.162036 -1.101289 1.698800 -0.729 1.180 0.215
C 0.332216 -1.299859 0.244610 0.956 1.134 -1.453
N 1.140516 -0.129319 -0.475200 -0.432 0.694 0.542
C 2.440006 0.071931 0.276250 -0.546 -0.048 -1.077
C 0.334876 1.230521 -0.642590 0.867 0.157 0.144
C 0.059486 1.479681 -2.125140 -0.178 -1.405 0.150
C 0.287326 0.083081 -2.706980 -0.107 -0.695 -0.217
C 1.452546 -0.531839 -1.890450 -0.448 1.171 -1.551
H -1.014144 -3.024859 1.911450 0.342 0.093 -0.453
H -1.942534 -1.526269 1.853570 -0.025 -0.092 0.327
H -0.877554 -2.011399 3.288000 -0.777 0.192 0.210
H 1.128696 -1.090869 2.202370 0.004 -1.184 0.320
H -0.082224 -0.053949 1.876340 -0.699 0.277 0.055
H -0.601424 -1.311999 -0.317770 -0.182 -0.305 0.095
H 0.936346 -2.201139 0.140580 -0.013 -0.076 -0.872
H 2.782846 -0.962349 0.247350 0.764 0.187 0.904
H 2.304096 0.603461 1.218120 -0.325 -0.749 0.283
H 3.125576 0.708611 -0.282970 -0.094 -0.170 -0.565
H 0.994416 2.053241 -0.366500 0.158 -0.318 0.813
H -0.560604 1.223241 -0.021170 0.109 -0.312 -0.027
H 0.747116 2.177421 -2.603090 0.148 0.093 0.376
H -0.960984 1.833371 -2.272290 -0.018 -0.144 -0.085
H 0.490526 0.169831 -3.774350 0.292 -0.355 0.039
H -0.591274 -0.550969 -2.588080 -0.306 0.227 -0.019
H 2.344976 -0.005269 -2.228670 0.437 0.030 0.376
H 1.634696 -1.596049 -2.040070 -0.238 -0.122 0.460
C -0.196974 5.519791 -1.432260 0.122 0.250 0.629
C 1.291656 5.321871 -1.795580 -0.526 -0.838 0.103
C 2.261366 6.306601 -1.152190 0.584 0.225 -1.053
N 3.758456 5.904201 -1.371980 0.044 -0.252 0.727
C 4.133496 5.824351 -2.937380 -0.731 -1.167 1.871
C 4.081886 4.593091 -0.567280 1.029 -0.355 -1.353
C 5.639566 4.628861 -0.287080 -2.151 -0.224 0.332
C 5.930966 6.077961 -0.005440 -1.568 1.868 -0.849
C 4.697086 6.912651 -0.669900 0.705 -0.519 -1.296
H -0.570304 6.523161 -1.637120 0.054 0.018 -0.037
H -0.355004 5.314081 -0.373570 0.283 0.414 0.366
H -0.901094 4.799461 -1.848730 0.407 -0.107 -0.824
H 1.421566 5.306421 -2.877700 0.000 0.195 -0.043
H 1.524256 4.308421 -1.468610 0.277 -0.155 0.022
H 2.061256 6.503611 -0.098980 0.369 -0.528 0.164
H 2.118716 7.280371 -1.620730 0.298 0.093 -0.160
H 3.694576 4.865641 -3.213650 0.172 0.092 -0.402
H 5.213476 5.778061 -3.077410 -0.091 0.052 0.395
H 3.711096 6.647371 -3.513850 -0.097 0.130 0.530
H 3.837906 3.719721 -1.172090 0.007 0.033 -0.307
H 3.444736 4.521911 0.314240 0.094 0.688 0.142
H 6.150276 4.180161 -1.139100 0.119 0.228 0.070
H 5.867166 4.054431 0.610870 -0.034 -0.345 -0.204
H 6.919566 6.339381 -0.382830 -0.270 0.470 -0.007
H 5.833446 6.392181 1.033720 0.472 -0.538 0.137
H 4.971136 7.550241 -1.510420 0.401 0.359 0.490
H 4.069036 7.491401 0.007380 0.411 -0.154 0.283
Br 2.716096 -4.281419 -1.467110 -0.211 0.218 0.551
Br -3.257584 -0.883889 -1.582310 0.287 0.446 0.334
Br 4.938796 1.181341 -3.145290 -0.732 0.234 0.523
```
Positions in Å, forces in eV/Å.

## Properties
orbital gap: 0.2371 Eh
charge: +8
max |F|: 3.997 eV/A

Atomic partial charges in e from the Mulliken method, atoms 1 to 99:
1 C -1.44
2 C -0.06
3 C 0.64
4 N 1.01
5 C -1.86
6 C -0.46
7 C -0.60
8 C -0.66
9 C -0.56
10 H 0.42
11 H 0.45
12 H 0.15
13 H 0.05
14 H 0.39
15 H -0.36
16 H -0.05
17 H 0.43
18 H 0.18
19 H 0.65
20 H 0.50
21 H 0.17
22 H 0.15
23 H 0.39
24 H 0.23
25 H 0.52
26 H 0.44
27 H 0.27
28 C 0.14
29 C -0.13
30 C -1.55
31 N 0.36
32 C -0.88
33 C -0.29
34 C -0.81
35 C -0.71
36 C -0.53
37 H 0.39
38 H 0.07
39 H -0.87
40 H 0.38
41 H 0.32
42 H 0.72
43 H 0.57
44 H 0.35
45 H 0.44
46 H 0.30
47 H 0.44
48 H 0.18
49 H 0.33
50 H 0.36
51 H 0.38
52 H 0.45
53 H 0.33
54 H 0.28
55 C -1.07
56 C 0.35
57 C -1.34
58 N 0.40
59 C -1.25
60 C -0.79
61 C -0.64
62 C -0.55
63 C -0.49
64 H 0.70
65 H 0.00
66 H 0.33
67 H -0.35
68 H 0.61
69 H 0.45
70 H 0.52
71 H 0.56
72 H 0.35
73 H 0.43
74 H 0.32
75 H 0.46
76 H 0.33
77 H 0.40
78 H 0.32
79 H 0.32
80 H 0.27
81 H 0.39
82 C -1.40
83 C 0.45
84 C -0.98
85 N 0.41
86 C -0.83
87 C -0.18
88 C -0.70
89 C -0.79
90 C -0.52
91 H 0.22
92 H 0.37
93 H 0.45
94 H -0.12
95 H 0.30
96 H 0.54
97 H 0.38
98 H 0.46
99 H 0.01